Entry 1:
The following is a quantum chemistry calculation of C25H18N6O8SeTi as an isolated structure, from the OMol25 dataset.

```
59
Properties=species:S:1:pos:R:3:forces:R:3
Ti 0.16039 -0.07802 0.07320 -0.25 0.32 0.33
O -0.05395 -3.68004 2.64390 0.02 0.02 -0.01
C -0.83777 -3.17596 3.61070 0.01 0.02 -0.02
C -1.05452 -3.96920 4.74077 0.00 -0.01 0.01
C -1.83999 -3.51372 5.78146 -0.02 0.04 0.00
C -2.42604 -2.25188 5.71706 0.00 0.00 0.01
C -2.21353 -1.46363 4.59980 0.00 -0.02 -0.01
C -1.42940 -1.90260 3.53434 0.04 -0.08 -0.10
C -1.21944 -1.03456 2.35268 0.08 -0.01 -0.02
O -0.50194 -1.49628 1.34576 0.12 0.03 -0.01
N -1.71474 0.15282 2.31851 -0.06 0.11 -0.07
N -1.28918 0.75020 1.14449 0.07 0.02 0.06
C -1.88767 1.90462 0.79735 0.02 -0.09 0.15
C -1.44255 2.38499 -0.40282 0.08 -0.12 0.01
C -1.89554 3.57156 -1.05046 0.03 0.01 -0.07
C -1.45779 3.87719 -2.29311 -0.02 0.01 0.04
C -0.55366 2.97705 -2.93523 0.03 0.01 -0.10
C -0.11417 1.87959 -2.27172 -0.05 0.03 0.12
N -0.47140 1.56462 -0.98574 -0.05 0.01 -0.13
H 0.01294 -2.99527 1.93094 -0.03 -0.02 0.02
H -0.58655 -4.94527 4.77133 0.00 0.00 -0.01
H -1.99626 -4.14425 6.64963 0.00 0.00 0.00
H -3.04068 -1.88913 6.53160 0.00 0.00 0.00
H -2.65012 -0.47708 4.51635 0.00 0.00 0.01
H -2.61473 2.36543 1.45034 -0.04 0.00 -0.05
H -2.60887 4.19695 -0.52713 0.00 0.00 0.01
H -1.80174 4.77049 -2.80127 0.00 0.00 0.00
H -0.22446 3.14260 -3.95249 -0.01 0.00 0.01
H 0.54764 1.19118 -2.77398 0.00 -0.01 0.02
Se -2.30032 -1.32243 -1.66211 -0.03 0.01 0.10
C -1.50653 -1.83672 -3.21566 0.05 -0.05 -0.13
N -0.99955 -2.16568 -4.21022 0.00 0.01 0.01
O 2.16876 0.51677 -1.03088 0.02 0.00 -0.02
C 1.94592 -0.47274 -1.76024 0.08 -0.06 0.07
O 0.97675 -1.25034 -1.54022 -0.05 0.07 0.10
C 2.78853 -0.73406 -2.97564 -0.04 -0.04 0.01
C 2.29256 -1.56667 -3.97283 0.02 -0.01 -0.03
C 3.04860 -1.79374 -5.11836 -0.07 -0.01 0.04
C 4.29264 -1.20994 -5.26354 0.17 0.05 -0.07
C 4.76883 -0.38214 -4.25400 -0.36 -0.17 0.03
C 4.02626 -0.12586 -3.11428 0.11 0.10 0.07
N 6.08304 0.23493 -4.40887 0.20 0.05 0.00
O 6.49762 0.94517 -3.51325 -0.02 0.01 0.00
O 6.71120 0.00367 -5.43079 -0.02 0.00 -0.02
H 1.30434 -2.00039 -3.85529 0.00 0.00 -0.01
H 2.65375 -2.42710 -5.90175 0.00 0.00 0.00
H 4.90194 -1.37324 -6.14029 -0.02 -0.01 0.00
H 4.39250 0.53621 -2.34304 -0.01 0.00 0.00
O 1.02931 2.71304 2.47384 -0.01 0.00 -0.03
C 1.73353 1.73138 2.36933 0.02 -0.05 0.07
C 3.12639 1.62927 3.01414 0.02 -0.02 -0.06
C 3.64029 0.25827 2.59624 -0.02 -0.03 0.07
C 2.49845 -0.30115 1.75487 -0.05 0.17 0.09
O 2.50643 -1.38200 1.18750 0.04 -0.04 0.01
N 1.45647 0.57471 1.69086 0.02 -0.27 -0.52
H 3.02768 1.75710 4.09228 -0.02 0.00 0.00
H 3.73039 2.45398 2.63472 0.00 0.01 0.02
H 3.83338 -0.41480 3.43266 0.00 -0.02 -0.02
H 4.53837 0.28952 1.97877 0.00 0.00 0.00
```
Positions in Å, forces in eV/Å.

Values from the calculation:
HOMO-LUMO gap (alpha / beta) ... 4.15 / 4.13 eV
LUMO (alpha / beta) ... 3.473 / 3.473 eV
Charge ... -2
2S+1 ... 1

Entry 2:
The following is a quantum chemistry calculation of C25H19BrCoF3N5O as an isolated structure, from the OMol25 dataset.

```
55
Properties=species:S:1:pos:R:3:forces:R:3
Co -0.12914 0.46731 -0.23873 -0.42 0.10 0.52
O -3.41691 -0.18794 2.07183 -0.04 0.09 0.03
C -2.51997 -0.26127 1.24480 -0.06 -0.27 -0.03
N -1.46803 0.56883 1.14090 -0.02 0.08 -0.02
C -1.44275 1.63845 2.10483 0.10 0.04 -0.07
C -0.23538 2.49593 1.87326 0.01 0.02 -0.01
C 0.04520 3.54948 2.73713 -0.04 0.00 0.03
C 1.15174 4.33779 2.51721 0.05 0.07 0.03
C 1.96647 4.05417 1.42808 -0.02 0.01 0.02
C 1.63208 2.99660 0.61620 -0.07 -0.12 -0.05
N 0.55028 2.21810 0.81858 0.00 0.04 0.08
C -2.48827 -1.40056 0.25349 0.22 0.21 -0.06
C -3.49043 -2.35206 0.26993 -0.08 -0.04 0.04
C -3.40184 -3.42401 -0.59962 -0.03 -0.06 0.00
C -2.30223 -3.51199 -1.43697 -0.02 -0.02 0.01
C -1.34902 -2.51155 -1.39260 0.12 0.21 0.10
N -1.43761 -1.45294 -0.57766 -0.21 -0.15 -0.02
H -1.42940 1.26293 3.13464 0.02 -0.04 0.00
H -2.34362 2.26027 2.05003 -0.03 0.00 -0.04
H -0.61641 3.73144 3.57409 0.01 0.00 -0.01
H 1.38271 5.16053 3.18136 0.00 -0.01 -0.01
H 2.84798 4.63963 1.20960 -0.01 0.00 0.01
H 2.24358 2.74902 -0.23481 0.00 0.02 0.03
H -4.30409 -2.23132 0.97096 0.01 0.01 0.00
H -4.16668 -4.18944 -0.61334 -0.01 0.02 0.00
H -2.17588 -4.34283 -2.11687 0.00 0.01 0.00
H -0.47345 -2.56102 -2.02063 0.02 0.02 -0.08
Br 2.75008 -4.77592 4.35710 0.05 -0.12 0.13
C 2.31202 -3.57888 3.00614 0.02 0.05 -0.11
C 1.23926 -2.69600 3.19474 0.02 0.02 -0.05
C 0.91515 -1.81790 2.20031 0.11 -0.05 -0.09
C 1.65902 -1.80011 0.97684 -0.04 -0.15 0.10
C 2.74716 -2.71355 0.81168 -0.05 0.02 0.05
C 3.06219 -3.58393 1.81709 -0.07 0.03 0.05
N 1.27327 -0.94904 0.04473 0.15 0.19 -0.41
C 1.94146 -0.77753 -1.22421 -0.20 -0.03 0.19
C 0.18812 0.63312 -2.84028 -0.29 0.13 0.09
C 0.55886 1.45137 -4.03227 0.09 0.00 -0.03
C -0.26129 2.45057 -4.45061 -0.06 -0.04 0.10
C -1.38409 2.80032 -3.68225 -0.06 -0.06 0.22
C -1.60281 2.16040 -2.42227 -0.08 0.30 -0.35
N -0.88660 1.17250 -2.01483 0.32 -0.35 -0.02
H 0.67852 -2.71831 4.11852 0.01 -0.01 0.00
H 0.08895 -1.12552 2.30177 -0.01 0.01 -0.01
H 3.30985 -2.72961 -0.11209 -0.03 0.01 0.00
H 3.87790 -4.28398 1.70406 0.00 0.00 0.02
H 3.00852 -0.55939 -1.11387 0.04 0.03 -0.01
H 1.43080 1.14347 -4.59397 0.00 0.02 0.02
H -0.05457 2.98331 -5.36860 0.02 -0.01 0.00
H -2.05082 3.59154 -3.99196 0.00 -0.02 0.00
H -2.36602 2.52926 -1.74387 0.00 0.00 -0.03
F 1.81762 -1.88776 -2.02703 0.05 -0.02 -0.03
C 1.22597 0.46913 -1.73035 0.47 -0.01 -0.33
F 2.11572 1.50359 -1.82345 0.04 -0.03 -0.06
F -0.22315 -0.59472 -3.32681 -0.03 -0.14 0.06
```
Positions in Å, forces in eV/Å.

Values from the calculation:
HOMO-LUMO gap (alpha / beta) ... 7.46 / 6.32 eV
LUMO (alpha / beta) ... -3.862 / -5.182 eV
Charge ... +1
2S+1 ... 5
<S²> ... 6.36

Entry 3:
The following is a quantum chemistry calculation of a 3-piece molecular cluster, C25H19F2N5O5S overall at a distorted geometry, from the OMol25 dataset.

```
57
Properties=species:S:1:pos:R:3:forces:R:3
N -0.09333 2.59692 0.73918 0.38 -0.16 -0.29
C 0.36595 2.77158 -0.60167 -0.42 0.01 -0.15
C -0.00170 1.90100 -1.59816 -0.31 -0.22 -1.16
C 0.48085 2.06079 -2.92466 -1.50 -1.24 0.46
C 1.29062 3.08963 -3.28761 0.01 0.10 -0.20
C 1.67327 3.97492 -2.28134 0.45 0.62 -0.22
C 2.59308 5.12346 -2.68602 -0.40 -0.74 -0.01
C 4.06613 4.89741 -2.37112 0.87 1.04 -1.04
O 4.93710 5.26104 -3.10476 -0.70 -0.54 0.90
F 4.36675 4.29790 -1.20105 -0.51 0.11 -0.38
C 1.23883 3.81280 -0.97011 -0.03 0.22 1.18
C 1.67258 4.73211 0.13406 -0.60 0.67 -1.14
C 1.39991 6.10035 0.07181 0.67 -0.35 1.13
C 1.86893 6.81925 1.17298 -0.51 0.27 -0.89
C 2.52854 6.16445 2.18770 0.75 1.01 1.74
N 2.77878 4.85852 2.31231 -0.79 0.77 -1.52
C 2.31726 4.21539 1.24442 0.48 -1.90 0.31
C -0.10322 0.89788 -3.72342 1.30 1.44 -0.11
O -0.42445 0.81686 -4.86391 0.22 -0.37 0.73
N -0.26528 -0.13071 -2.67470 -0.54 -0.82 -0.60
S 1.08165 -1.00082 -2.28127 -0.42 -2.97 0.23
O 1.62783 -1.65258 -3.40681 0.29 1.33 -0.91
O 0.70086 -1.86132 -1.22598 -0.19 0.77 1.02
F 2.18247 -0.03442 -1.69397 -0.72 0.20 -0.45
C -0.88364 0.65879 -1.57961 1.20 1.20 0.74
O -1.84793 0.37270 -0.94664 0.65 -0.12 -0.66
H -1.06038 2.88520 0.84006 0.04 -0.04 0.05
H -0.01838 1.60464 0.94304 -0.31 0.12 0.33
H 1.63501 3.17573 -4.31429 0.00 0.14 0.16
H 2.22681 6.07537 -2.29096 0.47 -0.19 0.15
H 2.52358 5.21808 -3.77446 0.28 0.04 0.22
H 0.87884 6.59052 -0.74435 -0.03 -0.19 0.10
H 1.71643 7.89319 1.23241 0.10 -0.17 0.08
H 2.90237 6.78409 3.00824 -0.12 -0.18 -0.13
H 2.47434 3.13363 1.25241 0.02 0.25 0.01
C -1.29915 -2.37449 1.21216 -0.04 -0.05 -0.09
C -1.66157 -1.13571 1.71449 0.02 -0.16 0.35
C -2.03615 -1.05488 3.04833 0.00 0.01 0.14
N -2.07018 -2.09795 3.87638 0.02 0.01 -0.15
C -1.71823 -3.28022 3.37303 -0.04 0.00 0.14
C -1.32581 -3.47233 2.05703 -0.04 0.07 0.01
H -1.00162 -2.48312 0.18097 0.02 0.00 -0.04
H -1.65918 -0.25599 1.09451 -0.07 0.02 0.03
H -2.32686 -0.10579 3.48744 0.00 0.03 -0.06
H -1.75734 -4.11152 4.06975 0.04 -0.03 -0.04
H -1.04876 -4.45610 1.70262 0.02 0.01 0.01
C -3.24975 -8.11313 0.13424 -0.04 -0.01 -0.10
C -3.11977 -6.93055 0.84318 0.01 0.00 -0.01
C -2.59955 -6.98969 2.12670 0.07 -0.06 0.17
N -2.21932 -8.11983 2.72233 -0.07 0.00 -0.18
C -2.35422 -9.24670 2.02408 0.06 0.01 0.16
C -2.85907 -9.29897 0.73358 -0.01 0.04 0.01
H -3.65044 -8.11067 -0.87178 0.00 0.00 0.01
H -3.41425 -5.98299 0.41198 0.01 0.01 0.03
H -2.47646 -6.09009 2.71882 -0.07 0.04 -0.05
H -2.03884 -10.15010 2.53477 -0.01 -0.03 -0.06
H -2.94392 -10.24351 0.21364 0.01 -0.01 0.03
```
Positions in Å, forces in eV/Å.

Values from the calculation:
HOMO-LUMO gap ... 8.27 eV
LUMO ... -1.346 eV
2S+1 ... 1
Structure (SMILES) ... Nc1c2c(cc(CC(=O)F)c1-c1cccnc1)C(=O)N(S(=O)(=O)F)C2=O.c1ccncc1.c1ccncc1

Entry 4:
The following is a quantum chemistry calculation of C25H19N5O12Ti as an isolated structure at a distorted geometry, from the OMol25 dataset.

```
62
Properties=species:S:1:pos:R:3:forces:R:3
Ti -0.19493 -0.01230 0.27567 -0.14 1.27 0.13
O 0.15007 -0.68573 3.08813 0.03 -0.12 -0.02
C 1.00743 0.24800 3.73750 -0.03 0.04 -0.03
C 0.26588 1.56941 3.81425 0.00 -0.07 0.04
N 0.00661 2.15169 2.52300 0.07 -0.10 -0.20
C -1.32398 2.66426 2.31067 -0.03 0.12 0.08
C -2.32330 1.65236 1.74874 -0.06 0.01 0.14
O -3.51934 1.85490 1.87923 0.04 0.00 -0.03
O -1.82775 0.60896 1.16832 -0.15 -0.21 -0.14
C 1.12912 2.82531 1.92093 -0.04 0.04 0.06
C 2.04298 1.93645 1.07277 0.07 0.10 -0.02
O 3.17616 2.30335 0.81246 -0.09 -0.03 0.06
O 1.54122 0.80763 0.67686 0.24 -0.31 -0.02
H 0.66662 -1.45501 2.83086 0.05 0.01 0.01
H 1.93888 0.36735 3.17640 0.01 -0.01 0.02
H 1.24966 -0.09617 4.75044 0.00 0.02 0.00
H 0.85362 2.25319 4.45142 -0.01 0.00 0.01
H -0.68613 1.38633 4.31817 0.00 0.00 -0.02
H -1.29729 3.47660 1.58664 0.02 0.01 -0.03
H -1.76662 3.06294 3.23151 0.00 0.03 -0.03
H 1.77043 3.30976 2.67139 -0.02 0.01 -0.03
H 0.77205 3.60278 1.24526 -0.01 -0.01 -0.02
O -0.24582 -1.14194 -3.70956 0.07 0.02 0.02
C -0.21927 -0.36357 -2.76970 -0.18 0.06 -0.04
O -0.24085 -0.75945 -1.53504 0.04 -0.19 -0.07
C -0.17614 1.12382 -3.03195 -0.01 0.02 0.08
C 0.00424 1.47875 -4.34440 0.02 0.04 -0.03
C 0.05103 2.81642 -4.72619 -0.04 -0.02 -0.06
C -0.11381 3.81172 -3.79164 0.01 0.06 -0.06
C -0.30772 3.48345 -2.46636 -0.06 0.03 0.07
C -0.32929 2.11734 -1.98717 0.18 -0.02 -0.18
O -0.45356 1.82541 -0.76304 -0.01 -0.15 0.04
N -0.49019 4.63557 -1.58072 -0.02 -0.16 -0.05
O -0.40362 5.75149 -2.07214 0.02 0.08 0.04
O -0.73311 4.45084 -0.40425 0.01 -0.01 0.06
N 0.25856 3.17370 -6.11914 0.07 -0.03 -0.05
O 0.41869 2.27207 -6.92757 -0.04 0.05 0.10
O 0.27338 4.35803 -6.42143 -0.03 -0.07 0.07
H 0.10621 0.68990 -5.07529 0.00 0.00 0.00
H -0.09319 4.85030 -4.08263 0.00 -0.04 0.00
C 3.36272 -2.89393 0.15820 0.04 0.30 0.02
C 2.55303 -1.75783 0.34855 0.21 -0.11 -0.04
N 1.24568 -1.83606 0.47259 0.00 -0.03 0.05
C 0.66479 -3.05010 0.39549 -0.39 -0.11 0.01
C 1.38384 -4.23437 0.22006 0.15 -0.09 -0.03
C 2.78285 -4.12684 0.09714 -0.19 -0.13 0.01
C 0.68806 -5.48816 0.16105 -0.10 0.06 0.01
C -0.65693 -5.53214 0.27123 0.08 0.03 0.00
C -1.42008 -4.32940 0.44183 -0.40 -0.16 -0.01
C -2.83040 -4.32229 0.54450 0.28 -0.23 -0.03
C -3.48193 -3.13805 0.70058 0.04 0.38 0.03
C -2.73469 -1.94094 0.75273 -0.24 -0.15 0.00
N -1.42567 -1.92157 0.65126 0.13 -0.34 0.09
C -0.77493 -3.09851 0.49856 0.33 0.17 0.00
H 4.43109 -2.76572 0.05604 0.00 0.00 0.00
H 2.96044 -0.75482 0.38976 0.04 -0.02 0.00
H 3.37463 -5.02199 -0.05164 0.01 0.00 0.00
H 1.26264 -6.39541 0.02292 0.02 0.00 0.00
H -1.18503 -6.47642 0.22531 -0.01 0.00 0.00
H -3.37450 -5.25845 0.49727 0.02 -0.01 -0.01
H -4.55856 -3.08996 0.78183 0.00 0.01 0.00
H -3.20398 -0.97295 0.88235 -0.01 -0.03 0.00
```
Positions in Å, forces in eV/Å.

Values from the calculation:
HOMO-LUMO gap (alpha / beta) ... 6.18 / 7.16 eV
LUMO (alpha / beta) ... 1.486 / 1.452 eV
Charge ... -1
2S+1 ... 2
<S²> ... 0.75

Entry 5:
The following is a quantum chemistry calculation of C25H19NOPRbS as an isolated structure at a distorted geometry, from the OMol25 dataset.

```
49
Properties=species:S:1:pos:R:3:forces:R:3
Rb -0.96684 -2.39795 -1.73069 -0.48 0.30 0.41
C -4.11342 -1.59661 0.03941 -0.05 0.75 0.39
C -4.33949 -1.46221 -1.33015 -0.08 0.75 -0.28
C -4.18432 -2.71621 -1.90981 -0.10 -0.37 -0.55
C -3.86740 -3.63179 -0.89924 0.13 0.00 0.01
C -3.80360 -2.92392 0.30352 -0.06 -0.32 0.41
H -4.22737 -0.81855 0.77506 0.08 0.23 0.17
H -4.56985 -0.54050 -1.84971 -0.06 0.00 -0.01
H -4.29658 -2.92820 -2.95660 -0.01 -0.16 -0.33
H -3.68556 -4.67550 -1.00355 0.09 -0.66 -0.19
H -3.62463 -3.32791 1.28082 0.12 -0.25 0.33
O 1.68504 -2.34647 -0.72015 -0.03 -2.14 1.48
C 1.90390 -1.30518 -1.22257 0.48 3.33 -2.21
C 2.62519 -0.11019 -1.28801 -1.62 -2.83 1.57
C 3.95770 -0.09421 -1.72977 1.42 1.04 -0.97
C 4.67475 1.09327 -1.65301 -0.38 -1.78 -0.55
C 4.07774 2.24004 -1.13872 -0.72 1.40 0.83
C 2.75562 2.20755 -0.63262 0.28 -0.47 -0.48
C 1.98471 1.04131 -0.73934 -0.05 1.74 0.77
P 0.26019 0.85362 -0.21688 0.43 -1.16 -1.67
C -0.19098 2.47431 0.34239 0.69 0.22 0.56
C -0.01717 2.77893 1.70235 -0.28 0.10 -0.80
C -0.24297 4.09058 2.07670 -0.10 -0.22 0.61
C -0.71611 4.99730 1.15212 -0.35 0.65 -0.93
C -0.87104 4.68614 -0.21563 -0.14 0.57 0.46
C -0.55248 3.41205 -0.63917 0.03 -0.39 0.45
C 0.28004 -0.10543 1.32074 -0.20 -0.02 -0.10
C 1.45970 -0.34522 2.01951 -0.02 -0.33 0.54
C 1.41049 -1.21921 3.10911 0.18 0.25 -0.23
C 0.22782 -1.84570 3.47622 -0.08 -0.10 0.02
C -0.93793 -1.61798 2.75738 -0.37 0.62 -0.38
C -0.93299 -0.71103 1.69057 0.66 -0.42 0.47
H 4.32150 -0.99334 -2.22460 0.31 0.21 0.34
H 5.71290 1.07758 -1.97880 -0.10 0.21 -0.02
H 4.61439 3.18919 -1.12728 -0.02 -0.23 0.09
H 2.32805 3.10587 -0.16614 0.17 -0.34 -0.29
H 0.27906 1.98216 2.40914 -0.13 0.77 -0.48
H -0.06940 4.37124 3.11084 -0.16 0.19 -0.05
H -1.01161 5.99138 1.46350 0.17 0.09 0.13
H -1.25942 5.45871 -0.90422 0.34 -0.52 0.40
H -0.56788 3.08668 -1.68980 -0.15 0.25 0.53
H 2.41023 0.14258 1.73888 -0.67 -0.34 -0.02
H 2.31874 -1.42916 3.65414 0.11 -0.02 0.14
H 0.20557 -2.51830 4.32886 0.08 -0.02 -0.12
H -1.87006 -2.11991 3.00349 0.16 0.02 0.07
H -1.84926 -0.50686 1.13396 0.24 -0.18 0.03
S 1.97166 -5.62066 -5.05293 0.15 -0.30 -0.34
C 0.98928 -4.58031 -4.26214 -2.97 3.74 3.30
N 0.31411 -3.79198 -3.60717 3.04 -3.85 -3.50
```
Positions in Å, forces in eV/Å.

Values from the calculation:
HOMO-LUMO gap (alpha / beta) ... 3.96 / 3.96 eV
LUMO (alpha / beta) ... 4.170 / 4.170 eV
Charge ... -2
2S+1 ... 1

no.,total energy (eV)
1,-140003.60938
2,-151545.71746
3,-60189.66495
4,-81372.83881
5,-50548.93245